[1]
Density functional theory data (the ωB97M-V functional and the def2-TZVPD basis) for the molecule C22H23N3O5S2.

XYZ file:
```
55
Properties=species:S:1:pos:R:3:nbo_charge:R:1
C -2.38628 0.77987 0.86701 -0.2503
O -1.11330 0.86566 1.46518 -0.5382
C -0.98163 1.65843 2.56859 0.3538
C -2.03327 2.08956 3.36292 -0.2877
C -1.79352 2.84157 4.50326 -0.2151
C -0.50106 3.17175 4.85869 -0.2230
C 0.55447 2.77027 4.05689 -0.2209
C 0.33027 2.02260 2.91051 0.0818
N 1.38507 1.61409 2.09553 -0.8372
S 1.31530 1.77779 0.41065 2.3058
O 0.35206 2.76935 0.04770 -0.9158
O 2.68609 2.02981 0.04007 -0.9551
C 0.83205 0.18182 -0.25030 -0.2373
C 0.05217 0.28010 -1.38373 -0.2385
C -0.47520 -0.86040 -1.98290 0.1160
N -1.25743 -0.83852 -3.13769 -0.5906
C -1.71392 0.24447 -3.83771 0.6547
O -1.51748 1.40148 -3.52922 -0.5913
C -2.49729 -0.10208 -5.03472 -0.3155
C -3.05012 0.80660 -5.89624 -0.1901
C -3.74722 0.20757 -6.96212 -0.2560
C -3.72111 -1.15022 -6.90556 -0.3850
S -2.84409 -1.72651 -5.54978 0.4138
C -0.22289 -2.09233 -1.38095 -0.2123
C 0.56687 -2.18174 -0.25716 -0.2432
C 1.15683 -1.05052 0.33222 0.1622
N 1.95199 -1.14383 1.45585 -0.4301
C 3.28567 -0.57168 1.46747 -0.2663
C 4.31102 -1.64182 1.06756 -0.0818
O 4.26103 -2.75408 1.93618 -0.5254
C 2.98119 -3.34397 1.92591 -0.0828
C 1.90350 -2.31648 2.30478 -0.2442
H -2.23184 0.26692 -0.08051 0.2052
H -3.08040 0.20055 1.48597 0.1737
H -2.79895 1.77322 0.67443 0.1910
H -3.04885 1.83600 3.10397 0.2191
H -2.62559 3.16440 5.11003 0.2143
H -0.30928 3.75345 5.74703 0.2157
H 1.56782 3.04407 4.31332 0.2089
H 2.28717 1.93256 2.41803 0.4178
H -0.16734 1.26049 -1.77313 0.2856
H -1.51263 -1.75237 -3.48805 0.3952
H -2.94575 1.86601 -5.74961 0.2480
H -4.24642 0.75958 -7.73778 0.2309
H -4.16419 -1.85721 -7.57884 0.2402
H -0.64205 -2.99304 -1.80804 0.2094
H 0.74408 -3.15936 0.16146 0.2164
H 3.35078 0.27295 0.78619 0.2527
H 3.50530 -0.24038 2.48775 0.1911
H 5.32537 -1.24791 1.13911 0.1974
H 4.11879 -1.96568 0.03257 0.1631
H 3.01459 -4.15702 2.65371 0.1953
H 2.77756 -3.76041 0.92710 0.1579
H 0.90938 -2.76116 2.27944 0.2116
H 2.10268 -1.97425 3.32696 0.2049
```

Properties
- Net charge: 0
- Frontier orbital gap: 7.80 eV
- Energy relative to the best compared isomer or geometry (same formula, charge and spin): 38.19 kcal/mol
- HOMO energy: -7.621 eV
- SMILES: COc1ccccc1NS(=O)(=O)c1cc(NC(=O)c2cccs2)ccc1N1CCOCC1


[2]
Density functional theory data (the ωB97M-V functional and the def2-TZVPD basis) for the molecule C22H23NO5.

XYZ file:
```
51
Properties=species:S:1:pos:R:3:nbo_charge:R:1
C 3.15095 1.04204 2.79404 -0.2643
O 2.93470 -0.35834 2.67883 -0.5194
C 3.47410 -0.94760 1.60828 0.8052
O 4.15315 -0.37409 0.79943 -0.5920
C 3.09854 -2.41268 1.53496 -0.5013
C 1.60992 -2.53404 1.14139 -0.4137
C 1.21229 -1.47910 0.15968 0.0785
C 0.44258 -0.34975 0.36190 0.0344
C -0.19037 0.03232 1.65658 -0.6507
C 0.41176 0.37609 -0.85828 -0.2665
C -0.26823 1.60754 -1.20048 0.5572
O 0.04464 2.29781 -2.16072 -0.5749
C -1.41300 2.01641 -0.32294 -0.1553
C -1.37637 3.27343 0.26023 -0.2009
C -2.40705 3.67883 1.08922 -0.2050
C -3.46889 2.83284 1.31975 -0.2585
C -3.54767 1.57488 0.71423 0.3329
O -4.66556 0.87693 1.05447 -0.5105
C -4.92518 -0.40504 0.52999 -0.2381
C -2.50781 1.16448 -0.13063 0.2022
O -2.53319 -0.08219 -0.74239 -0.5397
C -2.65181 -0.06146 -2.14896 -0.2450
C 1.20339 -0.34166 -1.77349 0.1882
C 1.54006 -0.12190 -3.11388 -0.1977
C 2.31825 -1.03574 -3.76932 -0.2048
C 2.75733 -2.19089 -3.09174 -0.2592
C 2.41889 -2.39236 -1.78903 0.0237
N 1.66007 -1.48088 -1.13354 -0.2868
H 2.76607 1.55411 1.91007 0.1996
H 4.21769 1.25383 2.88775 0.1956
H 2.61725 1.36124 3.68528 0.1956
H 3.26719 -2.88362 2.50309 0.2333
H 3.74383 -2.87773 0.79015 0.2232
H 1.42319 -3.53140 0.73400 0.2184
H 0.99354 -2.41880 2.03193 0.2346
H -0.24990 1.11326 1.75260 0.2322
H 0.38134 -0.36213 2.49338 0.2234
H -1.20407 -0.36375 1.71264 0.2265
H -0.52954 3.91366 0.06616 0.2249
H -2.38149 4.65199 1.55493 0.2168
H -4.28435 3.12020 1.96465 0.2249
H -5.10798 -0.37334 -0.54746 0.1718
H -4.11132 -1.10277 0.73642 0.1877
H -5.83211 -0.73832 1.03515 0.1885
H -1.86165 0.52534 -2.62213 0.1894
H -3.62362 0.34464 -2.45598 0.1716
H -2.57308 -1.09856 -2.47135 0.1955
H 1.18299 0.77894 -3.58549 0.2552
H 2.60036 -0.88278 -4.79871 0.2194
H 3.36501 -2.92035 -3.60231 0.2242
H 2.72516 -3.26953 -1.24238 0.2094
```

Properties
- Net charge: 0
- Frontier orbital gap: 7.97 eV
- Energy relative to the best compared isomer or geometry (same formula, charge and spin): 42.59 kcal/mol
- HOMO energy: -7.518 eV
- SMILES: COC(=O)CCc1c(C)c(C(=O)c2cccc(OC)c2OC)c2ccccn12


[3]
Density functional theory data (the ωB97M-V functional and the def2-TZVPD basis) for a structure of composition C22H24AsClI2IrO2P.

XYZ file:
```
54
Properties=species:S:1:pos:R:3:mulliken_spin:R:1
I 4.45100 0.35275 -0.58274 1.3764
I 2.26631 -0.45668 -4.08114 0.9627
Ir -0.18080 2.34387 -0.54993 1.4134
P 0.73707 4.15467 -1.47820 0.0347
C 2.20264 4.03916 -2.57718 0.0039
C -0.59720 4.75004 -2.51388 0.0392
H 0.37965 5.17174 0.62674 -0.0083
H 1.51388 6.11621 -0.38240 0.0104
H 2.08138 4.63509 0.39404 -0.0004
C 1.21848 5.12956 -0.07028 0.0288
H -1.51499 4.80378 -1.92458 -0.0066
H -0.36709 5.71310 -2.93274 0.0089
H 2.44959 5.05193 -2.95964 0.0002
H 2.00331 3.39416 -3.43199 -0.0010
H -0.73841 4.05009 -3.34541 0.0014
H 3.06727 3.66831 -2.02786 0.0010
C 1.26755 1.59340 -1.40274 -0.0933
O 2.09910 0.86243 -1.75173 0.0717
Cl -1.84319 3.59201 0.57297 0.2644
O -0.77590 0.55127 -0.13090 0.2674
As -0.44948 -1.05115 0.45325 0.0266
C 1.40165 -1.67064 1.00880 0.0106
C 2.41017 -1.94515 0.09435 0.0324
C 3.53293 -2.66611 0.49424 0.1533
C 3.64421 -3.18770 1.76056 -0.0321
C 2.64918 -2.88802 2.69193 0.1287
C 1.53942 -2.09689 2.34860 0.1594
C -1.51905 -0.93631 2.02717 0.0032
C -2.08584 -2.03008 2.71223 -0.0056
C -2.88030 -1.81552 3.86083 0.0050
C -3.12157 -0.51628 4.31677 0.0017
C -2.57381 0.56871 3.63408 -0.0039
C -1.79082 0.33949 2.52177 -0.0009
C -1.31371 -2.05596 -0.98243 -0.0089
C -0.62976 -2.38630 -2.15369 0.0077
C -1.21945 -3.22826 -3.10265 0.0047
C -2.47614 -3.76801 -2.86932 0.0008
C -3.17532 -3.40764 -1.72161 0.0003
C -2.60449 -2.54874 -0.78434 -0.0003
H 2.39065 -1.50306 -0.89799 0.0994
H 4.39188 -2.75254 -0.15822 0.0116
H 4.50636 -3.77882 2.05174 0.0020
H 2.76785 -3.23147 3.71141 -0.0004
H 0.80581 -1.87004 3.11204 0.0209
H -1.93004 -3.05651 2.38659 0.0005
H -3.33849 -2.65208 4.40775 0.0004
H -3.73377 -0.33270 5.20384 0.0002
H -2.76866 1.59178 3.92888 -0.0009
H -1.43513 1.21010 2.02544 0.0133
H 0.34917 -1.97234 -2.40280 -0.0050
H -0.72281 -3.42035 -4.03695 0.0009
H -2.93565 -4.41054 -3.61007 0.0001
H -4.19715 -3.76294 -1.58902 -0.0001
H -3.20749 -2.28487 0.10639 -0.0005
```

Properties
- Net charge: +3
- Frontier orbital gap (spin up / spin down): 7.61 / 3.79 eV
- <S²>: 8.78
- Spin multiplicity: 6
- Energy relative to the best compared isomer or geometry (same formula, charge and spin): 0.00 kcal/mol
- HOMO energy (spin up / spin down): -17.083 / -17.072 eV


[4]
Density functional theory data (the ωB97M-V functional and the def2-TZVPD basis) for a structure of composition C22H24AuClI2O2P2.

XYZ file:
```
54
Properties=species:S:1:pos:R:3:mulliken_spin:R:1
I 1.01536 3.68263 -0.27945 0.4482
I 3.18482 -1.57854 -1.70061 0.3208
Au 1.94453 1.07209 -1.17114 0.1095
P 3.78751 2.02283 -2.22029 -0.0241
C 5.16985 2.29031 -1.10184 -0.0101
C 4.35205 0.99832 -3.58921 0.0006
H 2.38845 3.48236 -3.48502 0.0004
H 4.14548 3.86498 -3.62293 -0.0020
H 3.20873 4.35010 -2.14781 0.0009
C 3.32910 3.60821 -2.94208 -0.0034
H 3.48440 0.71394 -4.18929 0.0005
H 5.03916 1.62599 -4.16075 -0.0014
H 5.96279 2.74819 -1.69934 -0.0007
H 5.50964 1.33418 -0.69458 0.0001
H 4.84805 0.10367 -3.19841 0.0001
H 4.86880 2.96527 -0.29602 0.0000
C 2.88478 0.94182 0.67328 0.0471
O 3.29046 0.82238 1.72567 -0.0136
Cl 0.73739 1.10645 -3.28888 0.1321
O 0.02332 0.22223 -0.48906 0.0122
P -1.22520 -0.41725 0.12135 -0.0138
C -0.62501 -2.17533 0.24462 0.0375
C -1.43973 -3.30642 0.21935 0.1070
C -1.00384 -4.52079 0.76327 0.0245
C 0.41097 -4.72087 0.76832 -0.0050
C 1.27356 -3.63307 0.48585 0.0430
C 0.75899 -2.36228 0.31962 -0.0426
C -1.42446 0.65522 1.60498 -0.0044
C -2.57522 0.67714 2.38797 0.0134
C -2.83675 1.72362 3.26979 -0.0067
C -1.74905 2.58541 3.60935 0.0004
C -0.49612 2.43062 2.97680 0.0010
C -0.34957 1.47797 1.99413 -0.0122
C -3.00170 -0.77479 -0.23214 0.1718
C -4.05806 0.09662 0.13603 0.0079
C -5.35938 -0.35277 0.55136 0.2949
C -5.56206 -1.78646 0.73800 -0.0720
C -4.57692 -2.68939 0.31145 0.2287
C -3.33375 -2.22942 -0.34541 0.0669
H -2.31138 -3.40429 -0.48353 0.0483
H -1.77245 -5.26575 1.00194 0.0013
H 0.77071 -5.73191 0.88697 -0.0005
H 2.36001 -3.75846 0.42592 0.0069
H 1.40997 -1.54315 0.09192 0.0174
H -3.31732 -0.12378 2.27228 0.0076
H -3.85696 1.84520 3.65440 0.0005
H -1.87067 3.24965 4.44270 -0.0001
H 0.36986 3.07621 3.20111 0.0021
H 0.59434 1.41210 1.47967 0.0139
H -3.82820 1.18928 0.04260 0.0003
H -6.13154 0.38041 0.80079 0.0059
H -6.55725 -2.14194 0.98331 0.0003
H -4.58017 -3.76041 0.58207 0.0010
H -3.28036 -2.47837 -1.42908 0.0373
```

Properties
- Net charge: +2
- Frontier orbital gap (spin up / spin down): 5.35 / 5.03 eV
- <S²>: 2.07
- Spin multiplicity: 3
- Energy relative to the best compared isomer or geometry (same formula, charge and spin): 100.20 kcal/mol
- HOMO energy (spin up / spin down): -13.604 / -13.669 eV


[5]
Density functional theory data (the ωB97M-V functional and the def2-TZVPD basis) for a structure of composition C22H24BF3N9NiO.

XYZ file:
```
61
Properties=species:S:1:pos:R:3:mulliken_spin:R:1
Ni 0.60473 -0.49682 0.20227 1.9998
C -2.98150 -0.25482 2.73241 0.0033
C -1.64769 -0.71250 2.59486 -0.0017
N -1.33786 -0.82422 1.28831 0.0439
N -2.43392 -0.49302 0.55333 -0.0152
C -3.41164 -0.05685 1.40490 0.0050
B -2.39682 -0.41688 -0.98401 -0.0061
N -1.54274 0.83005 -1.38225 -0.0170
C -1.75902 1.86301 -2.25658 0.0073
C -0.74038 2.80738 -2.09062 -0.0007
C 0.10426 2.26902 -1.10871 0.0116
N -0.39471 1.07562 -0.71146 0.0611
N -1.52692 -1.67872 -1.35620 0.0091
C -1.92693 -2.82849 -1.96184 0.0028
C -0.81710 -3.66031 -2.14416 0.0058
C 0.27415 -2.93683 -1.62374 0.0016
N -0.18925 -1.80225 -1.06217 0.0672
N -3.69232 -0.37756 -1.76098 0.0010
C -5.01884 -0.60256 -1.44785 0.0000
C -5.77665 -0.56184 -2.61261 0.0000
C -4.81794 -0.38983 -3.65094 0.0000
N -3.57840 -0.32286 -3.12794 0.0001
H -3.52452 -0.08784 3.64882 0.0001
H -0.91020 -0.94794 3.35628 0.0022
H -4.33408 0.35132 1.02578 0.0011
H -2.58679 1.85650 -2.93741 0.0009
H -0.58919 3.74103 -2.61115 -0.0003
H 1.01371 2.67996 -0.66806 -0.0027
H -2.94294 -2.97879 -2.25540 -0.0002
H -0.73419 -4.60454 -2.66554 0.0004
H 1.32036 -3.19016 -1.65618 -0.0027
H -5.35710 -0.76149 -0.44625 0.0000
H -6.84603 -0.59647 -2.74648 0.0000
H -4.95899 -0.31696 -4.71678 0.0000
F 1.13306 -2.45404 1.85882 0.0486
C 2.03197 -1.99402 0.92932 0.3887
F 3.17681 -1.56795 1.58182 0.0180
F 2.40824 -3.10679 0.21780 0.0285
C 4.18609 1.67387 -2.33055 -0.0216
C 3.15541 0.97901 -2.93922 0.0327
C 2.25978 0.22913 -2.18628 -0.0105
C 2.28610 0.17515 -0.80034 0.3420
C 3.35380 0.81831 -0.21784 -0.0840
C 4.25950 1.57843 -0.96331 0.0325
H 4.90396 2.26203 -2.90542 -0.0001
H 3.00991 1.02564 -4.00668 0.0015
H 1.49283 -0.28610 -2.75405 0.0103
H 3.53624 0.77119 0.84737 0.0102
H 5.02705 2.10521 -0.41884 0.0004
C 2.41944 -0.30825 4.30127 0.0007
N 2.31059 1.05941 3.81068 0.0057
C 3.07786 2.06788 4.54610 0.0004
C 1.63449 1.37300 2.71326 0.0142
O 0.98171 0.55778 1.96668 0.0032
H 3.39398 -0.74047 4.05879 -0.0001
H 1.65067 -0.90098 3.82162 -0.0003
H 2.27102 -0.33838 5.38210 -0.0001
H 2.76230 2.11084 5.59314 0.0000
H 2.94583 3.04431 4.08205 0.0001
H 4.14799 1.83714 4.52445 0.0003
H 1.64081 2.45534 2.46562 0.0010
```

Properties
- Net charge: 0
- Frontier orbital gap (spin up / spin down): 7.81 / 7.53 eV
- <S²>: 3.76
- Spin multiplicity: 4
- Energy relative to the best compared isomer or geometry (same formula, charge and spin): 0.00 kcal/mol
- HOMO energy (spin up / spin down): -7.381 / -8.373 eV